[1]
{"formula": "C6H10", "method": "ωB97M-V/def2-TZVPD", "homo_ev": [-0.8, -0.8], "largest_force_ev_per_a": 3.9, "homo_lumo_gap_ev": [4.9, 4.8], "multiplicity": 2, "de_lowest_ev": 5.1977, "charge": -1, "lumo_ev": [4.071, 3.979], "symbols": ["H", "H", "C", "H", "H", "H", "C", "C", "C", "H", "H", "H", "H", "C", "H", "C"], "xyz": [[-0.73243, 0.03968, 3.27232], [-2.18575, -0.53974, 2.57398], [1.21279, -0.17526, -2.14002], [1.98473, -0.93871, -1.88890], [0.07326, 2.21596, -0.50511], [1.54458, 0.85219, -1.95896], [-0.40017, -0.69759, 1.19092], [-0.00697, -0.50329, -1.51058], [-0.27618, 0.03839, -0.20422], [-0.85579, 1.66969, 1.02591], [0.30805, -1.52991, 1.03494], [0.03972, 0.16030, 1.61698], [-0.42023, -1.42949, -1.73266], [-1.19171, -0.26499, 2.35036], [1.18889, -0.27335, -3.25593], [-0.28280, 1.37613, 0.13098]]}


[2]
{"formula": "C4H2O", "method": "ωB97M-V/def2-TZVPD", "homo_ev": -7.9, "largest_force_ev_per_a": 5.7, "homo_lumo_gap_ev": 7.2, "de_lowest_ev": 6.7854, "charge": 0, "lumo_ev": -0.640, "symbols": ["H", "C", "C", "C", "H", "O", "C"], "xyz": [[-0.32165, -0.44882, 1.62224], [0.88820, -0.30462, -0.37345], [-2.05827, 1.19688, -0.32826], [1.13157, 0.06042, -1.61493], [1.80701, -1.02873, -0.13261], [-1.20185, 0.62836, 0.22924], [-0.24500, -0.10348, 0.59778]]}


[3]
{"formula": "C4H9NO", "method": "ωB97M-V/def2-TZVPD", "homo_ev": -7.8, "largest_force_ev_per_a": 2.0, "smiles": "CN(C)/C=C/O", "homo_lumo_gap_ev": 8.8, "de_lowest_ev": 3.1498, "charge": 0, "lumo_ev": 0.989, "symbols": ["H", "H", "O", "C", "N", "C", "C", "H", "C", "H", "H", "H", "H", "H", "H"], "xyz": [[0.74289, 0.79533, -2.30519], [-1.06346, 1.66352, 0.44082], [0.02207, 0.50032, -2.92576], [0.52653, -1.15557, 1.32941], [-0.28159, -0.29508, 0.49796], [0.15654, -0.28626, -0.82960], [-0.63306, -0.12165, -1.91145], [0.04733, -1.26652, 2.30389], [-0.45008, 1.03184, 1.08897], [-0.96983, 0.92436, 2.04780], [1.55338, -0.76843, 1.48609], [-1.67243, -0.40672, -2.07270], [1.18735, -0.61546, -1.05759], [0.50788, 1.55777, 1.27346], [0.59523, -2.14064, 0.86049]]}


[4]
{"formula": "C16H20N2O2S2", "method": "ωB97M-V/def2-TZVPD", "homo_ev": -8.4, "largest_force_ev_per_a": 1.0, "smiles": "Cc1ccccc1CN1CCN(S(=O)(=O)c2cccs2)CC1", "homo_lumo_gap_ev": 9.0, "de_lowest_ev": 1.2247, "charge": 0, "lumo_ev": 0.598, "symbols": ["H", "S", "H", "H", "C", "H", "C", "C", "C", "C", "H", "H", "C", "C", "C", "O", "H", "H", "C", "H", "O", "N", "H", "C", "H", "H", "C", "C", "N", "H", "S", "H", "C", "H", "C", "C", "H", "H", "C", "H", "H", "H"], "xyz": [[7.19307, 0.29126, 1.78293], [4.79258, 0.60194, 1.51382], [-0.16477, 0.29941, -1.40403], [1.64514, -2.20796, 1.07048], [0.13336, -0.65350, 1.13711], [-1.21837, 1.48226, 0.02546], [-5.03156, 1.22707, 0.23894], [-4.42682, 2.46533, 0.11847], [1.58064, -1.12169, 0.95762], [6.56907, 0.32761, -0.31599], [0.14110, 0.44390, 1.18570], [7.51085, 0.19774, -0.81727], [-0.18707, -0.79135, -1.25012], [-4.98325, -1.25860, 0.41455], [-2.88438, 0.13464, 0.19687], [2.50810, 1.14229, -1.93614], [-2.51850, -1.83146, -0.52603], [-0.25836, -1.03922, 2.08161], [5.33624, 0.47234, -0.98796], [-2.29736, -1.64305, 1.21139], [1.97625, 1.67283, 0.41552], [-0.67225, -1.18496, 0.05593], [-6.05711, -1.11122, 0.49866], [-3.05001, 2.54026, 0.04209], [1.66409, -0.97165, -2.36141], [1.26601, -2.39874, -1.35962], [6.42942, 0.37430, 1.03554], [1.24268, -1.30701, -1.41474], [2.09150, -0.79398, -0.35831], [-6.10906, 1.16369, 0.30276], [2.58105, 0.79854, -0.54848], [-2.55774, 3.49702, -0.04809], [-2.28961, 1.38333, 0.08260], [-5.02786, 3.36211, 0.08701], [-4.28219, 0.06041, 0.28000], [-2.10422, -1.16618, 0.24209], [-0.83425, -1.23490, -2.01010], [-4.79104, -1.89137, -0.45188], [4.29342, 0.62987, -0.12891], [-4.63812, -1.79436, 1.29823], [5.20733, 0.47459, -2.05403], [2.22200, -0.64154, 1.69773]]}


[5]
{"formula": "C16H13NO4RhS", "method": "ωB97M-V/def2-TZVPD", "homo_ev": [-17.7, -18.6], "largest_force_ev_per_a": 8.7, "homo_lumo_gap_ev": [6.7, 3.1], "multiplicity": 5, "de_lowest_ev": 0.0000, "charge": 3, "lumo_ev": [-11.023, -15.528], "symbols": ["O", "C", "H", "H", "H", "H", "C", "H", "O", "O", "C", "C", "C", "C", "C", "C", "Rh", "H", "H", "H", "C", "S", "O", "C", "N", "H", "C", "H", "H", "H", "H", "C", "C", "C", "C", "C"], "xyz": [[-0.97958, 2.20809, -3.95469], [-0.72718, 2.32247, 3.65113], [-0.46196, 2.14579, 0.23191], [-3.81126, -0.73352, -4.65638], [-0.87408, 0.58447, 4.95307], [5.32630, -1.61704, -0.02343], [-0.81990, -1.48231, -3.29919], [-0.53675, 3.83777, 2.10523], [-3.43685, -2.78280, -0.99834], [-4.05842, 1.66359, -0.81944], [1.51254, -0.97645, 0.22824], [-2.83578, -1.84106, -1.34887], [-0.53565, 1.84646, 1.27548], [1.98080, -2.28695, 0.20783], [-3.24191, 0.96226, -1.21549], [-0.78064, 0.95200, 3.93155], [-1.82808, -0.25038, -2.00353], [1.24367, -3.08000, 0.29945], [1.97071, 1.12227, 0.22644], [-0.66383, -1.04624, 3.03649], [3.74903, -0.12097, 0.05300], [-0.24970, -0.79304, 0.38343], [-0.23255, -2.14393, -4.04772], [-0.52803, 0.48899, 1.58195], [-0.26553, 0.24263, -0.94677], [-0.74258, 3.04272, 4.47950], [2.37207, 0.11464, 0.15511], [4.43224, 0.72799, 0.01923], [3.72614, -3.53829, 0.13675], [-4.28006, -0.26560, -4.26515], [0.56862, 0.51948, -1.47986], [4.24423, -1.43205, 0.03355], [-0.60677, 2.77190, 2.32861], [-0.67125, 0.02866, 2.88955], [-1.31634, 1.32081, -3.26679], [3.35835, -2.51235, 0.11815]]}


[6]
{"formula": "HNO2", "method": "ωB97M-V/def2-TZVPD", "homo_ev": -10.4, "largest_force_ev_per_a": 3.6, "smiles": "O=NO", "homo_lumo_gap_ev": 11.0, "de_lowest_ev": 0.2570, "charge": 0, "lumo_ev": 0.569, "symbols": ["N", "O", "O", "H"], "xyz": [[0.46766, 0.35861, -0.09461], [1.44641, -0.28599, -0.03165], [-0.63521, -0.33380, -0.08895], [-1.27886, 0.26117, 0.21520]]}


[7]
{"formula": "C3HO3Pb", "method": "ωB97M-V/def2-TZVPD", "homo_ev": -12.1, "largest_force_ev_per_a": 2.5, "homo_lumo_gap_ev": 5.0, "de_lowest_ev": 2.5934, "charge": 1, "lumo_ev": -7.104, "symbols": ["C", "H", "O", "O", "C", "O", "Pb", "C"], "xyz": [[-0.67134, -0.29283, 0.17127], [-2.95795, 1.58030, -0.32069], [0.42070, -1.19278, 0.15956], [-2.67994, 1.16409, 0.50618], [1.28321, -0.56765, -0.70653], [2.23927, -0.02689, -0.08249], [4.04329, -1.01529, -0.05596], [-1.67724, 0.35105, 0.32864]]}


[8]
{"formula": "C20H21N3O4S", "method": "ωB97M-V/def2-TZVPD", "homo_ev": -8.4, "largest_force_ev_per_a": 3.8, "smiles": "C=CCOC(=O)/C(C#N)=C1\\S[C@H](CNc2ccc(C(C)=O)cc2)C(=O)N1CC", "homo_lumo_gap_ev": 8.1, "de_lowest_ev": 3.8316, "charge": 0, "lumo_ev": -0.297, "symbols": ["H", "H", "C", "C", "H", "H", "N", "C", "C", "H", "C", "C", "C", "H", "C", "C", "C", "C", "C", "H", "H", "C", "N", "H", "H", "C", "C", "O", "O", "H", "H", "H", "H", "H", "C", "N", "H", "H", "H", "S", "C", "C", "O", "C", "O", "H", "H", "C", "H"], "xyz": [[-4.79436, 2.54378, 3.80952], [-3.98526, -3.31075, -4.18808], [-3.33525, 2.31899, 2.28698], [-3.27717, -3.33669, -3.35956], [1.26129, -0.27573, -1.31422], [3.61091, -0.12425, -1.44527], [1.99091, -0.82569, 0.57024], [-4.53930, 1.98131, 2.89972], [5.22491, 1.90484, 0.87741], [-2.44102, -3.99159, -3.63744], [0.01714, -1.81807, -0.45936], [-2.78017, -1.93832, -3.08746], [-3.84148, -1.15128, -0.19286], [-6.45640, 1.42101, 2.26002], [-0.69670, -2.07037, -1.78629], [6.40141, 2.82226, 0.99434], [4.89761, 1.27229, -0.35029], [1.37130, -1.16539, -0.68928], [-4.23933, -0.72043, 1.15175], [-3.76820, -3.80560, -2.50872], [2.76835, 0.44476, 2.81624], [3.82421, 0.35958, -0.47559], [-2.05295, -1.82718, -1.80721], [-2.73550, 3.12186, 2.69235], [7.98434, 2.40676, -0.41127], [3.33870, 0.71114, 1.90124], [-5.49141, 0.93805, 2.41802], [-0.10219, -2.47534, -2.74845], [6.56480, 3.46189, 2.02693], [6.69931, 3.50372, -0.97719], [1.96288, -1.87729, -1.22645], [5.49083, 1.43482, -1.23258], [0.08427, -2.78256, 0.10028], [4.65537, 2.03677, 2.99782], [4.40471, 1.60051, 2.02673], [-5.86752, -1.72391, -1.72163], [1.41408, -0.95125, 1.41910], [-2.98272, 1.76320, 1.40665], [-5.61435, 0.15369, 3.16358], [-1.12898, -0.70357, 0.45110], [3.03557, 0.08487, 0.67103], [-2.50478, -1.28284, -0.58427], [-5.07528, 0.36978, 1.17511], [-4.97687, -1.51480, -0.99179], [-3.90599, -1.39063, 2.11979], [-2.11599, -1.68011, -3.90459], [-3.57289, -1.19068, -3.15232], [7.33355, 3.21537, -0.14074], [7.94558, 4.06306, 0.15697]]}